This record from the Open Molecules 2025 dataset describes 2 unconnected molecules or ions with the total composition C7H12. The level of theory is ωB97M-V/def2-TZVPD.

Properties
HOMO (eV): -8.10
E_LUMO (eV): 1.1
SMILES: CC1=C[C@@H](C)C=C1.[H][H]

```
19
Properties=species:S:1:pos:R:3:forces:R:3
C 2.29754 -0.81296 -0.45003 0.2 0.2 0.8
C 0.93394 -0.43610 -0.00817 -0.4 0.1 -0.3
C 0.48684 0.77929 0.33310 -0.2 0.0 -0.1
C -0.88933 0.64281 0.91493 -0.1 0.0 0.1
C -1.96765 1.34911 0.08345 -0.1 0.1 0.0
C -1.07710 -0.85444 0.94946 -0.2 0.0 0.1
C 0.00367 -1.47053 0.46052 -0.4 0.2 -0.3
H 0.64225 -0.24280 -2.43399 -0.1 0.0 -0.5
H 2.90909 -0.05927 -0.96283 -0.4 -0.1 0.3
H 2.48207 -1.81328 -0.86982 -0.5 0.4 0.3
H 2.42608 -0.77525 0.64214 2.4 -0.7 -0.1
H 1.01256 1.72365 0.20774 -0.2 -0.2 -0.1
H 0.20224 0.22406 -2.06212 0.0 0.0 -0.4
H -0.92673 1.04144 1.93865 0.0 -0.1 0.0
H -1.98619 0.95190 -0.93783 0.0 0.0 0.2
H -1.77755 2.42607 0.02592 0.0 -0.2 0.0
H -2.95794 1.20420 0.52832 0.1 0.0 -0.1
H -1.98951 -1.33467 1.27118 0.0 0.0 0.2
H 0.17572 -2.54323 0.36938 -0.1 0.3 0.0
```
Positions in Å, forces in eV/Å.